1.
Computed, not measured: a structure of composition C36H27IN2O4PPdS2, with wB97M-V/def2-TZVPD.

ORCA input file:
```
! RIJCOSX wB97M-V def2-TZVPD def2/J DEFGRID3
* xyz 1 5
H 3.14876 7.83421 0.29422
O -0.46018 -1.42534 -1.15858
C 2.08762 4.62352 0.28226
C 4.02434 6.23559 1.42884
S 0.32529 3.95380 -2.29076
H 0.86023 2.76840 4.97164
Pd -0.39038 0.16185 0.35806
H -1.36182 4.39634 3.98655
H -4.02674 4.24663 0.63769
O -1.60562 -1.69755 0.69291
C 1.47428 0.96745 3.04587
H 1.41733 6.40957 -0.72139
H -2.92246 0.38566 -1.49013
C -2.00157 1.02274 2.71636
C -2.81448 4.32888 2.40650
H 0.55428 4.03142 2.48711
C 2.13202 5.98033 -0.02915
H -3.96357 -0.42106 -0.29148
C 4.18027 3.07237 5.57319
C 3.01782 4.07251 1.15832
C -4.33504 0.97884 2.08018
C 3.10471 6.78276 0.54225
C 3.98344 4.88319 1.73540
C -1.05432 -2.19026 -0.34106
H 5.71965 1.97618 4.55502
C -3.02583 4.17718 1.04318
H -3.99108 1.18735 5.45713
H 0.42414 -3.54728 -2.11218
H -2.11689 3.83400 -0.87009
H -3.65258 4.51009 3.06641
C -2.99718 0.96494 1.71195
H -2.47910 -6.49774 0.59250
H 2.43622 3.99064 6.42121
I -0.90105 -8.45171 -1.19691
C -0.15457 -5.57533 -1.70534
C -2.37533 1.11697 4.06613
C -1.87064 -4.48026 0.19175
C -0.66329 3.88504 0.71176
C 4.28046 0.47553 2.88631
C -0.45056 4.05535 2.08050
P 0.75296 3.61831 -0.36077
C 4.65639 2.15885 4.64671
O -2.58906 0.96345 0.41965
H -5.10922 0.94140 1.32926
C -3.70293 1.13610 4.41727
C 1.92391 2.60381 4.87857
C 2.81150 3.28922 5.68875
S 1.31116 1.70755 -0.56519
H -2.52603 -4.04193 0.93205
N 0.20559 1.31605 3.16469
O 1.33959 -0.80646 1.39923
C -1.95373 3.94988 0.19339
H 4.77985 6.86748 1.87608
H 4.70642 4.45522 2.41722
H 0.51110 -6.00581 -2.43960
C -4.67736 1.06333 3.41915
C -0.97514 -6.39116 -0.93730
H -5.72446 1.07502 3.69036
C 3.77468 1.46006 3.82961
N -0.68856 0.91576 2.31373
C 2.39222 1.68529 3.93386
H 4.87120 3.60623 6.21116
H -1.59620 1.14363 4.81414
H 2.99618 3.01016 1.37594
H -4.27412 1.29044 -0.75472
C 2.03655 -0.09568 2.13146
C -1.05309 -3.65433 -0.57116
H 3.86256 -1.01000 1.42636
C -0.19995 -4.20305 -1.52126
H 5.35515 0.35090 2.82307
C -1.84029 -5.85220 0.00678
C -1.52737 4.26554 2.92548
C 3.48138 -0.26974 2.11505
C -3.51560 0.52508 -0.59113
*
```

Values from the calculation:
Gap between HOMO and LUMO (alpha / beta) (eV): 6.3661 / 4.6964
Highest occupied orbital energy (alpha / beta) (eV): -10.409 / -10.407

---

2.
Computed, not measured: a cluster of 2 separate species, C2HBr2Cl3 in total, with wB97M-V/def2-TZVPD.

ORCA input file:
```
! RIJCOSX wB97M-V def2-TZVPD def2/J DEFGRID3
* xyz 0 1
Cl 0.84613 -1.09748 2.27809
Br 3.56336 0.63275 0.03363
Br 0.37168 -0.75904 -2.07256
C 0.64407 -1.66518 0.62346
C 0.31136 -0.55852 -0.26240
Cl -0.80072 -2.81809 0.60844
Cl 2.05451 -2.59746 0.10189
H -0.15677 0.32913 0.12796
*
```

Values from the calculation:
Gap between HOMO and LUMO (alpha / beta) (eV): 4.9561 / 4.9748
Highest occupied orbital energy (alpha / beta) (eV): -8.818 / -8.836

---

3.
Computed, not measured: the ion C4H13N2 with charge +1, with wB97M-V/def2-TZVPD.

ORCA input file:
```
! RIJCOSX wB97M-V def2-TZVPD def2/J DEFGRID3
* xyz 1 1
H -0.23608 1.15505 -1.04846
H 1.52139 -0.58868 0.21498
H 2.55482 -1.17947 -1.55136
H -1.77465 0.23536 2.06136
C 1.74235 -0.46537 -1.71609
H -1.39764 -1.31730 -0.52886
H 0.44863 -1.52655 -0.41674
H 1.06768 0.87568 1.53751
N 0.82108 -0.58014 -0.54254
C -0.26571 0.43687 -0.19415
H -0.58600 0.45492 3.18412
C -1.68141 -0.25268 -0.39168
H -0.15806 1.96837 1.39258
H -2.21632 0.05487 -1.27948
H -2.44746 -0.17961 0.37088
H 1.30651 -0.68262 -2.67813
C 0.00233 0.87660 1.23836
H 2.08511 0.56403 -1.89529
N -0.78657 0.15066 2.24297
*
```

Values from the calculation:
Gap between HOMO and LUMO (eV): 10.1397
Highest occupied orbital energy (eV): -13.262

---

4.
Computed, not measured: the molecule C15H22N2O, with wB97M-V/def2-TZVPD.

ORCA input file:
```
! RIJCOSX wB97M-V def2-TZVPD def2/J DEFGRID3
* xyz 0 1
H -7.93066 -0.25112 -0.11739
C -6.02139 -1.16467 -0.02659
H -5.99224 -1.24888 -1.25181
N 0.52714 -0.00748 -0.49596
C 3.77791 0.20799 0.85506
H 2.81238 -2.47941 -0.75439
C 6.17428 0.39456 0.69554
C 6.12062 -0.56316 -0.15723
H -3.49282 -1.08549 0.73500
C -1.35398 1.21834 -0.88042
H 4.92356 1.87002 1.99724
H -8.31943 -1.87320 -0.06542
C 2.53722 -1.76525 -0.30772
C -7.62299 -1.16476 0.37405
C 4.87936 0.89100 1.37906
H 7.03480 -0.80387 -0.80838
H 2.79475 0.55840 1.62723
H -3.29732 1.08704 1.99837
H 1.99471 -1.65648 0.49132
N -0.14945 0.57067 -1.24859
C -5.35401 -0.12636 0.59623
H 1.97879 -0.65700 -2.03674
H -5.75696 1.05054 0.26777
H 4.98554 -1.99351 -1.08151
H -5.60304 -0.16004 1.70791
C -3.88776 -0.35470 0.18133
H -1.06983 1.57290 1.36247
H 0.10570 0.99996 -2.23673
H 6.92831 1.19714 1.00984
O -2.03746 1.94472 -1.57268
C 1.53183 -0.60444 -1.11734
C 3.82214 -0.76321 0.13987
H -5.79313 -2.17830 0.65898
H -7.87450 -1.13558 1.37831
C -3.19952 0.89139 1.02036
H -3.54887 1.89716 0.44115
C 5.09779 -1.10104 -0.57364
C -1.73688 0.75511 0.85115
H -3.77539 -0.28720 -0.76811
H -1.33996 -0.14343 1.03779
*
```

Values from the calculation:
Gap between HOMO and LUMO (eV): 8.9946
Highest occupied orbital energy (eV): -8.328

---

5.
Computed, not measured: a structure of composition C21H4Br2Cl56F13GaNOS, with wB97M-V/def2-TZVPD.

ORCA input file:
```
! RIJCOSX wB97M-V def2-TZVPD def2/J DEFGRID3
* xyz -1 1
Cl 2.69127 9.05875 1.13691
C 2.25814 4.03966 2.41402
Cl 5.45841 -0.64563 -1.78950
Cl -8.00470 1.00569 3.85951
Cl -1.75756 -4.53238 1.59926
Br 4.63900 1.12691 4.18463
C -4.69929 -2.14290 4.49769
F -2.28644 4.22789 3.30829
N 7.10582 -0.84781 1.80798
Cl -8.62213 -7.55218 2.19933
C -7.47627 -3.91513 -5.15349
Cl -6.18319 -8.56143 3.36373
Cl -5.42453 -1.68459 -1.21948
C -8.94632 -11.44632 0.06968
Cl 10.72999 1.60667 -2.34588
C 6.76282 0.20001 1.51007
C 1.10303 3.02600 2.24103
Cl 10.52181 3.56567 -4.44914
H 3.29220 2.79195 0.96205
C -1.45253 3.66207 2.40507
Cl -3.27256 -3.17912 4.53330
Cl 7.17139 6.78843 4.95496
C -6.87746 -7.30467 2.33377
Cl -6.54694 -5.71901 3.03109
Cl 10.13384 0.77227 -5.04313
Cl -1.47575 -5.34671 -2.14929
Cl -0.23656 -6.98053 1.58575
F -2.08942 2.68210 0.17062
Cl 2.30563 11.87586 1.62336
O 6.36754 1.36561 1.17866
Cl 8.31443 9.07785 3.61232
Cl 3.05948 10.95603 -1.00471
Cl -6.15500 -3.14529 4.38185
C 6.96832 7.92045 3.62672
C -1.28199 -4.37037 -3.60598
Cl 0.25610 -3.51074 -3.53993
Cl -10.50753 -10.70136 0.43093
F 1.59295 1.80079 2.54147
Cl 5.53495 1.18048 -4.03095
S -2.42091 2.21547 1.64462
Cl -7.49775 3.84112 4.05282
Cl 7.46918 2.52085 -6.60878
C 3.25537 10.67985 0.73114
H 5.36644 4.37463 1.04238
Cl -5.24613 -0.39291 -3.78865
F -3.24803 1.00129 1.06804
F -2.78703 1.71838 3.10840
Cl -5.30686 1.96758 4.11211
Cl 4.95485 10.83460 1.16877
F -1.13228 1.31014 1.64494
Cl -5.27413 1.19349 -1.38148
C 3.35940 3.79438 1.37166
Cl -6.13535 -7.39275 0.73090
Cl 7.07608 4.19074 -8.92935
Cl -7.74848 -10.18623 -0.21640
F 0.73043 3.01267 0.93535
Cl 12.76404 1.75032 -4.38011
F -1.18765 4.58274 1.46355
Br 7.77259 3.29194 3.73580
Cl 6.94014 7.05447 2.09637
Cl -1.89941 -7.80121 -7.48480
Cl -2.96454 -0.41316 -2.02707
Cl -8.43647 -2.53336 -4.61447
Cl -5.77387 -3.61123 -4.81943
C 5.87489 0.98902 -2.30159
Cl -1.10694 -5.84305 4.08545
Cl 5.44605 8.79963 3.82499
Cl 7.59427 1.27222 -2.02889
Cl -1.31672 -5.42278 -5.02516
Cl 0.21381 -9.62205 -6.75915
Cl -4.62019 -1.08953 3.08655
Cl -9.09990 -12.46172 -1.36833
Cl -2.41436 -10.63549 -7.37880
Cl 4.93058 2.15098 -1.37857
C 11.03571 1.92465 -4.04975
Ga 5.78909 2.48671 2.62220
C -6.97246 2.24130 4.59412
F 2.71597 3.93722 3.68124
C 4.78245 4.04215 1.90157
C -4.72416 -0.32106 -2.10062
Cl -2.60125 -3.20006 -3.70520
Cl -8.43987 -12.43881 1.43959
F 0.11526 4.31028 3.98332
H 3.16350 4.50041 0.57005
Cl -1.97462 -9.15739 -4.94178
C -0.15149 3.25709 3.16203
H 4.82112 4.86661 2.60950
C -1.53549 -6.09381 2.38858
F -0.37921 2.19081 3.94833
F -3.72757 3.11308 1.60659
Cl -7.70767 -4.14995 -6.88985
Cl -7.11354 2.14514 6.35536
Cl 4.81955 2.90561 -7.67050
F 1.73981 5.29652 2.24390
Cl -3.02836 -7.03361 2.27909
C -1.51797 -9.30510 -6.63884
Cl 6.17107 5.07427 -6.33624
C 6.38672 3.67138 -7.38502
Cl -4.77018 -1.18476 5.97668
Cl -7.99846 -5.36476 -4.28979
*
```

Values from the calculation:
Gap between HOMO and LUMO (eV): 7.6245
Highest occupied orbital energy (eV): -6.717

---

6.
Computed, not measured: a cluster of 2 separate species, CH3I3Si in total, with wB97M-V/def2-TZVPD.

ORCA input file:
```
! RIJCOSX wB97M-V def2-TZVPD def2/J DEFGRID3
* xyz 0 1
I 1.01054 -2.76809 0.38300
C -1.01650 0.09530 -0.12253
I 1.24821 2.61597 2.36015
H -1.91286 -0.05498 -0.75010
H -0.81880 1.12166 0.26828
Si 0.78336 -0.45160 -0.47637
H -1.36912 -0.36018 0.92840
I 2.07517 -0.19808 -2.59083
*
```

Values from the calculation:
Gap between HOMO and LUMO (alpha / beta) (eV): 7.9182 / 4.7614
Highest occupied orbital energy (alpha / beta) (eV): -9.873 / -8.009

---

7.
Computed, not measured: a cluster of 2 separate species, CH3NO4 in total, with wB97M-V/def2-TZVPD.

ORCA input file:
```
! RIJCOSX wB97M-V def2-TZVPD def2/J DEFGRID3
* xyz 0 1
O 1.86485 0.84395 -0.17099
O -1.02235 -1.02170 0.37424
H -0.71335 0.28441 -1.49740
H -0.48662 -1.81831 0.53402
N 1.18585 -0.13381 -0.02958
H -1.51000 1.66365 0.38299
O -0.51451 1.33998 0.37743
O 1.56270 -1.23362 0.11960
C -0.36656 0.07545 -0.09030
*
```

Values from the calculation:
Gap between HOMO and LUMO (eV): 10.5684
Highest occupied orbital energy (eV): -10.606

---

8.
Computed, not measured: a structure of composition C33H32BrClN3Pt, with wB97M-V/def2-TZVPD.

ORCA input file:
```
! RIJCOSX wB97M-V def2-TZVPD def2/J DEFGRID3
* xyz 1 1
C 4.29926 0.32494 0.42388
H -1.84483 6.10915 1.87270
C 2.90450 -1.78338 -2.94545
C -1.67740 5.30121 1.17185
H 0.23640 -2.72045 -1.33306
H -3.46500 2.39302 2.96579
C -1.36961 -0.21741 2.54414
H 3.66057 -2.32948 -3.49532
H 0.17243 1.49300 -3.13108
H -2.12279 3.81391 2.63170
H -0.09523 -0.43477 -3.16419
H -2.57873 -0.82376 5.64437
C -2.42411 -0.31970 4.70063
H -1.12575 6.60096 -0.44886
C -1.85654 3.99230 1.60142
H -2.98297 1.47649 -1.27696
H 0.68208 -4.56502 -2.90451
C -0.35162 -2.17870 -2.06915
C 0.79549 -1.22227 2.02452
H 0.69784 -2.00521 2.77709
C 5.10638 -0.61839 -0.21772
C -1.63580 2.92085 0.73454
H -1.14151 -1.56117 -1.65824
N -0.96039 2.05522 -1.45499
C 3.29745 -1.15160 -1.70913
C -1.19951 3.22549 -0.56691
C -1.27142 5.58182 -0.11980
H -1.08116 -1.80297 3.97054
H -2.13701 0.78722 -2.68068
C -0.67482 -5.10035 -4.46374
N -1.69332 1.56759 1.03328
C 4.61870 -1.32646 -1.28651
H 6.13257 -0.74427 0.10241
C 1.00076 -0.30135 -1.31938
N -0.53795 -0.85811 1.47935
C -3.09653 0.85882 4.40333
H -3.36464 -3.27818 -5.43624
H -0.68526 4.74865 -1.99294
H -1.43066 -2.71351 1.97891
H 4.71270 0.94937 1.20304
C -1.02597 4.52672 -0.99153
C -2.26646 1.67922 -2.06653
H -0.39198 3.15403 -3.17951
C -1.24690 -2.10960 1.09088
H -0.17289 -6.02880 -4.69872
Cl -2.40297 -5.75570 -6.42907
Br 2.13247 1.93632 0.90624
C -2.47598 -3.54690 -4.88198
H 1.42224 -1.59267 1.21574
C -1.98712 1.00262 2.25726
C -1.80833 -4.72806 -5.17219
C -1.57477 -0.86384 3.75328
C 1.68021 -1.60260 -3.43327
C -0.85499 -3.08138 -3.15267
C 0.00182 2.37502 -2.52649
H 0.93897 2.70442 -2.08144
C -2.89171 1.50791 3.19913
C 0.63142 -1.00685 -2.58616
H 1.24917 -0.34355 2.47221
H 1.40121 -1.96238 -4.41671
H -2.19649 -1.85573 0.62659
H -0.63526 -2.67924 0.40362
C 2.98975 0.48661 0.05000
C -1.99513 -2.73226 -3.87128
Pt -0.44293 0.51730 -0.12849
C -0.20394 -4.27412 -3.45787
H -2.52778 -1.81662 -3.63548
H -3.79954 1.27323 5.11432
H 5.25806 -2.00285 -1.83877
C 2.39500 -0.30788 -0.98488
H -2.62109 2.50350 -2.68945
*
```

Values from the calculation:
Gap between HOMO and LUMO (eV): 5.0842
Highest occupied orbital energy (eV): -9.568

---

Repeat the seventh record exactly.
Computed, not measured: a cluster of 2 separate species, CH3NO4 in total, with wB97M-V/def2-TZVPD.

ORCA input file:
```
! RIJCOSX wB97M-V def2-TZVPD def2/J DEFGRID3
* xyz 0 1
O 1.86485 0.84395 -0.17099
O -1.02235 -1.02170 0.37424
H -0.71335 0.28441 -1.49740
H -0.48662 -1.81831 0.53402
N 1.18585 -0.13381 -0.02958
H -1.51000 1.66365 0.38299
O -0.51451 1.33998 0.37743
O 1.56270 -1.23362 0.11960
C -0.36656 0.07545 -0.09030
*
```

Values from the calculation:
Gap between HOMO and LUMO (eV): 10.5684
Highest occupied orbital energy (eV): -10.606

---

Copy entry 8 word for word.
Computed, not measured: a structure of composition C33H32BrClN3Pt, with wB97M-V/def2-TZVPD.

ORCA input file:
```
! RIJCOSX wB97M-V def2-TZVPD def2/J DEFGRID3
* xyz 1 1
C 4.29926 0.32494 0.42388
H -1.84483 6.10915 1.87270
C 2.90450 -1.78338 -2.94545
C -1.67740 5.30121 1.17185
H 0.23640 -2.72045 -1.33306
H -3.46500 2.39302 2.96579
C -1.36961 -0.21741 2.54414
H 3.66057 -2.32948 -3.49532
H 0.17243 1.49300 -3.13108
H -2.12279 3.81391 2.63170
H -0.09523 -0.43477 -3.16419
H -2.57873 -0.82376 5.64437
C -2.42411 -0.31970 4.70063
H -1.12575 6.60096 -0.44886
C -1.85654 3.99230 1.60142
H -2.98297 1.47649 -1.27696
H 0.68208 -4.56502 -2.90451
C -0.35162 -2.17870 -2.06915
C 0.79549 -1.22227 2.02452
H 0.69784 -2.00521 2.77709
C 5.10638 -0.61839 -0.21772
C -1.63580 2.92085 0.73454
H -1.14151 -1.56117 -1.65824
N -0.96039 2.05522 -1.45499
C 3.29745 -1.15160 -1.70913
C -1.19951 3.22549 -0.56691
C -1.27142 5.58182 -0.11980
H -1.08116 -1.80297 3.97054
H -2.13701 0.78722 -2.68068
C -0.67482 -5.10035 -4.46374
N -1.69332 1.56759 1.03328
C 4.61870 -1.32646 -1.28651
H 6.13257 -0.74427 0.10241
C 1.00076 -0.30135 -1.31938
N -0.53795 -0.85811 1.47935
C -3.09653 0.85882 4.40333
H -3.36464 -3.27818 -5.43624
H -0.68526 4.74865 -1.99294
H -1.43066 -2.71351 1.97891
H 4.71270 0.94937 1.20304
C -1.02597 4.52672 -0.99153
C -2.26646 1.67922 -2.06653
H -0.39198 3.15403 -3.17951
C -1.24690 -2.10960 1.09088
H -0.17289 -6.02880 -4.69872
Cl -2.40297 -5.75570 -6.42907
Br 2.13247 1.93632 0.90624
C -2.47598 -3.54690 -4.88198
H 1.42224 -1.59267 1.21574
C -1.98712 1.00262 2.25726
C -1.80833 -4.72806 -5.17219
C -1.57477 -0.86384 3.75328
C 1.68021 -1.60260 -3.43327
C -0.85499 -3.08138 -3.15267
C 0.00182 2.37502 -2.52649
H 0.93897 2.70442 -2.08144
C -2.89171 1.50791 3.19913
C 0.63142 -1.00685 -2.58616
H 1.24917 -0.34355 2.47221
H 1.40121 -1.96238 -4.41671
H -2.19649 -1.85573 0.62659
H -0.63526 -2.67924 0.40362
C 2.98975 0.48661 0.05000
C -1.99513 -2.73226 -3.87128
Pt -0.44293 0.51730 -0.12849
C -0.20394 -4.27412 -3.45787
H -2.52778 -1.81662 -3.63548
H -3.79954 1.27323 5.11432
H 5.25806 -2.00285 -1.83877
C 2.39500 -0.30788 -0.98488
H -2.62109 2.50350 -2.68945
*
```

Values from the calculation:
Gap between HOMO and LUMO (eV): 5.0842
Highest occupied orbital energy (eV): -9.568